C5H6O as an isolated structure. Source: OMol25; level of theory: wB97M-V/def2-TZVPD.

Calculated values
2S+1: 1
Orbital gap (eV): 10.44

Last column: natural (NBO) charge in e.
Atoms and positions in Å:
C: -1.12 0.52 -0.07  -0.41
C: -0.13 -0.15 -1.00  -0.23
C: 1.20 0.13 -0.34  0.06
O: 0.99 0.95 0.86  -0.51
C: -0.18 0.10 1.06  0.09
C: 0.44 -1.01 0.18  -0.29
H: -2.09 0.01 -0.05  0.21
H: -1.25 1.60 -0.19  0.21
H: -0.27 -0.25 -2.08  0.23
H: 2.11 0.07 -0.94  0.21
H: -0.57 -0.04 2.07  0.20
H: 0.85 -1.96 0.50  0.24


One molecule with the formula C5H6O. Source: OMol25; level of theory: wB97M-V/def2-TZVPD.

Calculated values
SMILES string: O=C1C[C@H]2C[C@@H]12
2S+1: 1
Orbital gap (eV): 10.51

Last column: natural (NBO) charge in e.
Atoms and positions in Å:
O: -0.76 2.29 -0.47  -0.51
C: -0.59 1.15 -0.15  0.61
C: -1.21 -0.20 -0.53  -0.50
C: 0.02 -0.88 0.10  -0.21
C: 1.37 -0.27 -0.15  -0.40
C: 0.41 0.44 0.76  -0.34
H: -2.02 -0.31 0.21  0.23
H: -1.61 -0.41 -1.52  0.22
H: -0.02 -1.85 0.60  0.22
H: 1.70 0.17 -1.09  0.22
H: 2.18 -0.75 0.41  0.23
H: 0.53 0.60 1.82  0.24


C5H6O as an isolated structure. Source: OMol25; level of theory: wB97M-V/def2-TZVPD.

Calculated values
2S+1: 1
Orbital gap (eV): 9.15

Last column: natural (NBO) charge in e.
Atoms and positions in Å:
C: -0.46 1.32 -0.32  -0.38
C: -0.31 0.21 0.67  -0.24
C: -0.96 -0.03 -0.67  -0.24
C: 0.17 -0.90 -0.32  0.09
O: 1.45 -0.69 -0.82  -0.56
C: 1.85 -0.26 0.47  0.12
H: 0.44 1.71 -0.80  0.23
H: -1.22 2.06 -0.09  0.22
H: -0.75 0.08 1.65  0.24
H: -1.97 -0.37 -0.84  0.24
H: -0.04 -1.93 -0.04  0.21
H: 1.78 -1.19 1.10  0.06


One molecule with the formula C5H6O. Source: OMol25; level of theory: wB97M-V/def2-TZVPD.

Calculated values
2S+1: 1
Orbital gap (spin up / spin down) (eV): 7.02 / 7.01

Last column: natural (NBO) charge in e.
Atoms and positions in Å:
C: 1.09 0.95 -0.86  -0.65
C: 0.62 -0.19 -0.19  -0.46
C: -0.94 -0.33 -0.24  0.55
O: -1.49 0.29 -1.21  -0.58
C: -1.57 -1.00 0.82  -0.29
C: -0.73 -1.01 1.79  -0.11
H: 2.02 0.91 -1.42  0.21
H: 0.77 1.94 -0.54  0.20
H: -0.67 0.73 -1.65  0.51
H: 0.57 -0.44 1.07  0.15
H: 1.08 -1.13 -0.52  0.25
H: -0.66 -1.12 2.87  0.22


One molecule with the formula C5H6O at a distorted geometry. Source: OMol25; level of theory: wB97M-V/def2-TZVPD.

Calculated values
SMILES string: C#C[C@H](O)C=C
2S+1: 1
Orbital gap (eV): 11.00

Last column: natural (NBO) charge in e.
Atoms and positions in Å:
C: 2.71 0.04 0.27  -0.21
C: 1.58 0.10 -0.14  -0.03
C: 0.24 -0.08 -0.72  -0.02
C: -0.79 -0.68 0.25  -0.21
C: -1.55 0.16 0.95  -0.39
O: -0.36 1.11 -1.21  -0.69
H: 3.72 -0.02 0.63  0.24
H: 0.39 -0.75 -1.59  0.20
H: -1.27 0.79 -1.22  0.47
H: -0.93 -1.75 0.28  0.21
H: -1.38 1.23 0.87  0.21
H: -2.35 -0.16 1.61  0.21


One molecule with the formula C5H6O. Source: OMol25; level of theory: wB97M-V/def2-TZVPD.

Calculated values
SMILES string: C#CC1(O)CC1
2S+1: 1
Orbital gap (eV): 10.50

Last column: natural (NBO) charge in e.
Atoms and positions in Å:
O: 1.06 -1.32 0.13  -0.68
C: 0.17 -0.24 -0.02  0.15
C: 0.67 0.85 -0.93  -0.40
C: 0.71 1.03 0.56  -0.42
C: -1.22 -0.65 0.00  -0.04
C: -2.32 -1.12 0.04  -0.22
H: 0.94 -1.64 1.03  0.47
H: 1.60 0.66 -1.46  0.23
H: -0.07 1.41 -1.49  0.23
H: 1.66 0.80 1.03  0.23
H: 0.09 1.79 1.04  0.23
H: -3.30 -1.56 0.07  0.24


Here are the calculated electronic energy numbers, same order: -269.22736 -269.28632 -269.11724 -269.10300 -269.24070 -269.24942 (hartree).
Here are the calculated relative energy (zero: lowest compared OMol25 entry of this formula, charge and spin) numbers, same order: 3.235 1.630 6.231 6.619 2.872 2.635 (eV).